[1]
A structure of composition C17H22ClN4O8Pd, computed with ωB97M-V/def2-TZVPD.

**E_LUMO (spin up / spin down)**: 1.954 / 1.949 eV
**F_max**: 2.4 eV/Å
**E_HOMO (spin up / spin down)**: -5.35 / -5.35 eV
**Energy**: -56328.04833 eV
**Total charge**: -1
**Molecular weight**: 552.256 g mol⁻¹

The geometry in XYZ format:
```
53
Properties=species:S:1:pos:R:3:nbo_charge:R:1
Pd 0.03 -0.82 1.14 1.110
N 0.78 -2.86 1.87 -0.797
C 0.55 -3.07 3.30 -0.220
C -0.74 -2.41 3.73 -0.548
C -0.61 -0.89 3.78 0.783
O -1.39 -0.25 4.46 -0.654
O 0.40 -0.38 3.10 -0.725
H 0.13 -3.36 1.28 0.421
H 1.72 -3.07 1.57 0.398
H 1.38 -2.62 3.84 0.202
H 0.53 -4.14 3.55 0.177
H -1.05 -2.75 4.72 0.225
H -1.54 -2.64 3.02 0.251
C 4.09 0.93 -4.34 -0.620
C 2.61 1.10 -4.14 -0.080
C 1.94 2.22 -4.58 -0.232
C 0.57 2.35 -4.37 -0.065
Cl -0.25 3.77 -4.97 -0.047
C -0.13 1.37 -3.70 -0.213
C 0.53 0.23 -3.26 -0.282
C 1.89 0.08 -3.49 0.390
O 2.62 -1.00 -3.13 -0.510
C 1.91 -2.16 -2.69 -0.189
C 1.32 -2.07 -1.28 0.749
O 1.55 -1.01 -0.63 -0.808
O 0.68 -3.08 -0.93 -0.760
H 4.52 1.82 -4.80 0.200
H 4.30 0.07 -4.97 0.217
H 4.59 0.75 -3.38 0.225
H 2.48 3.00 -5.10 0.211
H -1.19 1.49 -3.52 0.230
H -0.03 -0.50 -2.70 0.258
H 2.63 -2.97 -2.71 0.200
H 1.10 -2.39 -3.38 0.192
O -3.40 -1.66 -1.15 -0.465
N -2.48 -1.46 -0.36 0.716
O -2.55 -1.85 0.83 -0.591
O -1.45 -0.82 -0.75 -0.540
C -4.21 2.15 3.16 -0.643
C -2.86 1.97 2.56 0.194
C -1.75 2.79 2.54 -0.345
C -0.76 2.07 1.84 0.201
N -1.27 0.91 1.44 -0.280
N -2.53 0.87 1.88 -0.324
C 0.66 2.42 1.56 -0.646
H -4.36 3.18 3.47 0.221
H -4.31 1.51 4.05 0.235
H -5.00 1.88 2.46 0.223
H -1.66 3.77 2.98 0.218
H -3.04 0.00 1.78 0.445
H 0.74 3.44 1.16 0.215
H 1.07 1.72 0.84 0.245
H 1.25 2.36 2.47 0.233
```

=====

[2]
A structure of composition C16H21N3O9PPdS2, computed with ωB97M-V/def2-TZVPD.

**E_LUMO (spin up / spin down)**: 2.616 / 2.204 eV
**F_max**: 1.2 eV/Å
**E_HOMO (spin up / spin down)**: -5.86 / -6.06 eV
**Energy**: -74273.47041 eV
**Spin multiplicity**: 3
**Total charge**: -1
**Molecular weight**: 600.884 g mol⁻¹

The geometry in XYZ format:
```
53
Properties=species:S:1:pos:R:3:nbo_charge:R:1
Pd 0.12 0.14 0.62 1.383
O 1.50 3.78 -0.56 -0.966
S 0.55 2.87 0.01 2.385
O 0.04 1.83 -0.91 -0.968
O 0.99 2.16 1.24 -0.992
C -0.82 3.87 0.60 -0.223
C -0.59 5.24 0.51 -0.214
C -1.46 6.16 1.09 -0.220
C -2.56 5.71 1.79 -0.214
C -2.80 4.35 1.88 -0.192
C -1.96 3.41 1.29 -0.336
S -2.55 1.71 1.38 2.412
O -1.52 0.93 2.09 -1.029
O -3.82 1.75 2.06 -0.999
O -2.64 1.31 -0.02 -1.019
H 0.29 5.57 -0.02 0.245
H -1.26 7.22 1.00 0.204
H -3.23 6.41 2.26 0.204
H -3.68 3.98 2.40 0.245
C -2.74 -3.60 -0.68 -1.013
P -2.69 -1.81 -0.47 2.001
C -3.49 -1.14 -1.92 -1.025
C -3.77 -1.49 0.92 -1.032
O -1.27 -1.39 -0.28 -1.142
H -3.75 -3.95 -0.87 0.228
H -2.34 -4.07 0.22 0.251
H -2.09 -3.86 -1.52 0.245
H -4.53 -1.46 -1.97 0.229
H -2.96 -1.50 -2.81 0.243
H -3.43 -0.06 -1.88 0.294
H -4.67 -2.10 0.83 0.224
H -4.04 -0.43 0.98 0.293
H -3.23 -1.76 1.84 0.259
O 2.03 -0.47 -2.41 -0.652
C 2.61 -0.10 -1.39 0.679
C 4.03 0.42 -1.35 -0.516
C 4.37 0.41 0.13 -0.517
C 3.06 0.03 0.81 0.686
O 2.91 -0.08 2.01 -0.620
N 2.08 -0.17 -0.14 -0.752
H 4.02 1.43 -1.78 0.237
H 4.67 -0.20 -1.98 0.215
H 4.70 1.37 0.53 0.232
H 5.13 -0.34 0.40 0.217
N 1.22 -2.93 -0.03 -0.319
C 1.60 -4.21 0.09 -0.060
C 1.43 -4.56 1.41 -0.368
C 0.96 -3.38 2.02 -0.053
N 0.84 -2.40 1.13 -0.259
H 1.27 -2.32 -0.84 0.449
H 1.96 -4.76 -0.76 0.212
H 1.64 -5.51 1.87 0.218
H 0.71 -3.19 3.05 0.210
```